1.
The following is a quantum chemistry calculation of C19H26N2O2 in the gas phase, from the Open Molecules 2025 dataset.

Structure (ORCA input):
```
! wB97M-V def2-TZVPD RIJCOSX def2/J DEFGRID3
* xyz 0 1
H 0.71623 -3.88123 -1.04877
C -2.85850 1.27793 -1.53743
C -2.77897 0.03750 -0.62476
H 5.79948 -0.94921 -0.25561
H -0.24088 0.86807 -0.44709
H 7.09027 1.05166 -0.14114
C 3.76281 1.72055 0.20707
H 2.17376 -4.60531 -0.33030
C -4.14645 -1.69812 0.66652
C 2.44806 -0.27457 0.09390
C 4.95353 1.00595 0.02976
H -1.87086 1.59782 2.19863
C 6.26050 1.73861 0.00370
H -2.87497 3.57354 1.04380
H 6.41282 2.27562 0.93916
H -2.24653 -0.74817 -1.16991
H 3.82189 2.79348 0.32165
O -0.76964 -2.12119 0.16475
H 6.26935 2.46992 -0.80363
C -2.49086 1.46310 1.30771
C -3.34528 2.51486 -0.78536
H -1.46473 2.98236 0.16000
C 1.40866 -3.84087 -0.20916
H -3.52090 1.06243 -2.37724
O -3.51874 -2.83330 0.13731
N -2.02054 0.29149 0.59547
H -4.63603 -0.83538 -1.23956
H -4.80951 0.26639 0.12901
H -3.66040 -1.38591 1.59999
C -0.58696 0.26347 0.40933
C -4.17819 -0.50937 -0.30372
N 3.35423 -2.31506 -0.20451
C 1.39647 -1.26247 0.07145
H -5.17558 -1.99843 0.89065
H -1.86532 1.48304 -1.94736
C -0.04215 -1.14104 0.21100
H -3.29872 3.38807 -1.44116
C 3.65857 -0.98278 -0.08365
H 4.02757 -3.05202 -0.33929
H -0.11598 0.66154 1.31251
C 4.89974 -0.36700 -0.11765
H -3.51094 1.26104 1.64427
C -2.48797 2.73854 0.45693
H -4.38682 2.38251 -0.48631
C 2.01551 -2.49465 -0.11373
C 2.52782 1.11067 0.24131
H -2.56389 -2.65326 0.10605
H 0.81982 -4.04851 0.68289
H 1.64924 1.71770 0.38251
*
```

The calculation puts the LUMO energy at 0.023 Eh. The value obtained for the gap between HOMO and LUMO is 8.7 eV. The SMILES is Cc1ccc2c(C(=O)CN3CCCC[C@@H]3CCO)c(C)[nH]c2c1. The calculation puts the HOMO energy at -8.10 eV. For the maximum force, the calculation gives 0.649 eV Å⁻¹.

Results of the Mulliken charge analysis, in e, for atoms 1 through 8:
1. H 0.272
2. C -1.090
3. C -0.342
4. H 0.295
5. H 0.370
6. H 0.336
7. C -1.232
8. H 0.351

2.
The following is a quantum chemistry calculation of C19H26N2O2 in the gas phase, from the Open Molecules 2025 dataset.

Structure (ORCA input):
```
! wB97M-V def2-TZVPD RIJCOSX def2/J DEFGRID3
* xyz 0 1
H 0.54743 -0.56790 5.23672
C -1.11140 1.12381 -3.25077
H 0.01124 3.00434 0.63423
N 1.56228 1.23955 -1.13043
C 0.23130 -1.16278 -2.94167
H -2.64112 -3.10243 -0.71518
H 2.61335 2.69311 -0.07528
H 3.16982 1.01272 0.12538
H 0.68983 -1.56343 0.65542
H 2.66287 0.05498 2.21613
H -1.43100 2.75628 2.60589
C 1.34828 -0.45409 4.51034
H 0.82230 -2.02245 -2.62176
C -0.19141 1.27549 3.52580
C 1.16938 0.02228 -3.21669
C -2.65295 -1.69596 0.93909
H -1.55702 2.11444 -3.15290
H -0.44096 -2.69441 -1.10431
H 0.79993 2.14976 -3.36972
C -0.93252 -1.76423 -0.80730
H -0.83202 1.17234 4.39006
C 2.28756 1.65243 0.05723
C 1.76658 0.65240 2.30553
C -1.30563 0.38639 -1.93292
H -1.19043 -1.40464 2.54346
C -0.35526 -1.28324 0.53326
H 1.57816 -1.42951 4.08503
C -2.42786 -2.04833 -0.53359
C 0.34942 1.21712 -3.71314
H -1.06891 -2.95951 1.69923
H 0.36991 1.24070 -4.80448
H -0.29227 -1.43067 -3.86993
H -0.43900 -0.19999 0.58457
H -2.93419 -0.64636 1.01850
O 3.05827 -0.31295 -1.78611
H 1.88446 -0.29259 -3.98264
H 2.23767 -0.09983 5.03130
H -1.69389 0.57299 -3.99445
C 1.43538 1.53829 1.29299
H 0.63547 1.61884 -1.24134
N -0.71453 -0.82896 -1.90135
H -3.06581 -1.45610 -1.18585
C -0.52950 2.16821 2.52319
H -3.42917 -2.30770 1.39651
C -1.28117 -1.89524 1.57630
O -1.97695 0.84945 -1.02897
C 2.02032 0.29165 -1.96831
C 0.28093 2.30471 1.41227
C 0.96282 0.51104 3.43067
*
```

The calculation puts the LUMO energy at 0.028 Eh. The value obtained for the gap between HOMO and LUMO is 9.8 eV. The SMILES is Cc1cccc(CNC(=O)[C@@H]2CCC(=O)N(C3CCCC3)C2)c1. The calculation puts the HOMO energy at -9.01 eV. For the maximum force, the calculation gives 0.627 eV Å⁻¹.

Results of the Mulliken charge analysis, in e, for atoms 1 through 8:
1. H 0.370
2. C -0.945
3. H 0.414
4. N 0.166
5. C -1.296
6. H 0.397
7. H 0.281
8. H 0.530

3.
The following is a quantum chemistry calculation of C19H26N2O4S2 in the gas phase, from the Open Molecules 2025 dataset.

Structure (ORCA input):
```
! wB97M-V def2-TZVPD RIJCOSX def2/J DEFGRID3
* xyz 0 1
H 0.88318 4.91824 2.43211
H 3.14850 -0.98481 1.24028
N 0.97872 -2.65431 0.50278
S 1.97620 0.58968 -0.08684
C 1.16354 -0.87947 2.14191
H 1.67423 -4.29967 -3.35704
H -2.76978 6.66659 1.63250
H 2.39832 -3.52943 -1.23639
H -0.97582 -5.13549 -0.71114
H 1.82320 3.10383 1.19869
H -2.57452 6.37511 -0.82707
O 1.54405 -0.38659 -1.06126
C -0.24885 3.68343 1.24514
H 0.22890 -5.06113 -2.71684
C -1.52475 -3.04980 -0.88904
O 3.09406 1.42049 -0.43702
C -1.35095 -3.01678 -2.40398
C -1.76453 2.10033 0.21144
H -2.77283 1.83182 -0.06042
C -1.54702 3.30573 0.86950
H -1.18803 -2.10260 -0.46287
H 2.81812 0.52957 2.09452
H 1.02901 -4.67215 0.79963
C -0.70470 1.26396 -0.08384
C 0.57351 1.64474 0.28406
C 0.92934 -2.36219 1.80697
C 0.71344 -3.99163 -0.00131
H 1.13357 -1.92483 -0.18461
H 0.26406 -0.32247 1.86301
H -0.99263 5.60869 -0.63731
H -1.90480 -2.15825 -2.79363
H 0.59300 -2.06674 -2.40301
H -1.22461 -4.29511 0.81740
C 0.81050 2.83494 0.94099
C -0.82776 5.93079 2.10596
H -1.80091 -3.91564 -2.83454
H -2.59279 -3.13898 -0.67211
C 1.58398 -4.25752 -1.24037
N -0.00860 4.85055 1.95680
C 0.89109 -4.20064 -2.60140
C -2.05752 5.94942 1.21984
O -0.54362 6.83579 2.85315
C 0.09959 -2.92019 -2.86964
H 0.09001 -2.73842 -3.94735
C -1.68210 6.33335 -0.20709
H -0.85044 0.33675 -0.61393
C -0.80057 -4.19728 -0.18472
C 2.37964 -0.25439 1.48225
H 2.03682 -5.24665 -1.14183
H 1.25826 -0.82682 3.22863
O 0.71119 -3.17252 2.68533
S -2.91271 4.33627 1.26249
H -1.20719 7.31241 -0.20879
*
```

The calculation puts the LUMO energy at -0.004 Eh. The value obtained for the gap between HOMO and LUMO is 8.9 eV. The SMILES is C[C@H]1Sc2ccc(S(=O)(=O)CCC(=O)NC3CCCCCC3)cc2NC1=O. The calculation puts the HOMO energy at -9.02 eV. For the maximum force, the calculation gives 0.880 eV Å⁻¹.

Results of the Mulliken charge analysis, in e, for atoms 1 through 8:
1. H 0.222
2. H 0.525
3. N 0.301
4. S 1.121
5. C -0.439
6. H 0.430
7. H 0.406
8. H 0.307

4.
The following is a quantum chemistry calculation of C19H26N2O5 in the gas phase, from the Open Molecules 2025 dataset.

Structure (ORCA input):
```
! wB97M-V def2-TZVPD RIJCOSX def2/J DEFGRID3
* xyz 0 1
H 3.65029 -2.85829 0.94607
O -0.54183 1.02070 -1.94928
C -0.62879 0.73034 -0.77472
H -2.01402 -1.25152 2.19834
O -1.76270 0.21220 -0.24940
H -0.86559 0.65863 1.94145
C -0.25855 -3.99962 1.37005
H 5.11756 -1.66230 -0.81365
H 1.75292 -4.02210 0.68821
O -4.75397 0.91114 -2.18419
O 3.22469 1.22523 3.13172
H 5.71423 -1.60488 1.58454
H -3.51205 -0.70267 -0.63700
H -6.12715 1.45724 -3.51496
C -1.18436 -1.86073 1.87210
H 6.03320 -0.03719 0.84664
H 4.03810 -0.27976 -0.60649
H 2.51349 3.04858 -1.10536
H -6.48988 3.75503 -2.73024
H 3.42779 1.98149 0.81351
H -2.25753 -3.70212 2.07861
C 0.41027 0.87376 0.23871
C -5.34081 1.95002 -2.93758
H 2.96767 -2.61372 -0.68748
H 2.74236 1.43315 -1.78250
H 1.18003 2.22100 -1.94888
H 0.98777 0.27638 3.50068
H -6.62625 2.65028 -1.35531
N 1.10368 0.66900 2.57780
C 4.45522 -1.15561 -0.10836
H -2.93244 1.89420 -2.14761
C 3.30687 -2.10404 0.22553
H -3.79431 1.82281 -0.58302
C -1.32524 -3.23529 1.80110
H -5.16611 3.62483 -1.57019
C -5.94274 3.06883 -2.08981
H 4.60736 -0.26275 1.86152
C 0.10593 0.27560 1.59719
N 2.52127 1.58298 1.01127
C 5.24788 -0.73670 1.12379
C 1.59850 1.48086 0.00574
C -3.57167 1.26984 -1.50831
C 0.93743 -3.39894 1.01815
H -4.60012 2.37008 -3.63507
C 2.33945 1.13022 2.30824
O 2.23401 -1.35860 0.77018
H -2.45521 -0.49046 -2.06401
C 2.02849 2.09054 -1.28636
H -0.34812 -5.07377 1.30518
C -2.83199 -0.02118 -1.15015
C 1.08608 -2.01633 1.08827
C -0.00111 -1.23641 1.51531
*
```

The calculation puts the LUMO energy at 0.026 Eh. The value obtained for the gap between HOMO and LUMO is 9.3 eV. The SMILES is CCCOc1ccccc1[C@H]1NC(=O)NC(C)=C1C(=O)OCCOCC. The calculation puts the HOMO energy at -8.60 eV. For the maximum force, the calculation gives 0.742 eV Å⁻¹.

Results of the Mulliken charge analysis, in e, for atoms 1 through 8:
1. H 0.426
2. O -0.712
3. C 0.416
4. H 0.426
5. O -0.116
6. H 0.680
7. C -0.720
8. H 0.455

- Which of these has the highest HOMO energy?
  number 1

- What is the HOMO energy in the first record?
  -8.10 eV